# 1
Formula: C4H3O6Sc
Source: the OMol25 dataset
Level of theory: ωB97M-V/def2-TZVPD

The calculation puts the energy above the lowest of the compared OMol25 structures with the same formula, charge and spin at 0.0 kcal/mol. As for the spin multiplicity: 2. The total charge is +1. Its maximum force is 0.096 Eh/bohr. The value obtained for the HOMO energy (spin up / spin down) is -13.9 / -13.8 eV. Its lowest unoccupied orbital energy (spin up / spin down) is -7.43 / -7.43 eV. As for the frontier orbital gap (spin up / spin down): 6.453 / 6.409 eV.

Atoms and positions in Å:
C  1.586  0.788  -0.061
C  1.395  -0.546  0.132
O  0.185  -0.954  0.638
C  -0.102  -2.300  1.036
O  0.788  -3.101  1.140
O  -1.352  -2.344  1.239
H  1.156  1.448  0.698
H  1.986  -1.336  -0.331
H  2.467  1.083  -0.630
O  -0.304  1.924  -1.341
O  -2.206  2.611  -1.955
O  -2.111  1.271  -0.181
C  -1.567  1.925  -1.121
Sc  -1.922  -0.470  0.738

***

# 2
Formula: C4H3ORu
Source: the OMol25 dataset
Level of theory: ωB97M-V/def2-TZVPD

As for the spin multiplicity: 6. The total charge is +2. Its maximum force is 0.158 Eh/bohr. The value obtained for the HOMO energy (spin up / spin down) is -20.3 / -20.5 eV. Its lowest unoccupied orbital energy (spin up / spin down) is -8.58 / -13.48 eV. As for the frontier orbital gap (spin up / spin down): 11.677 / 7.042 eV.

Atoms and positions in Å:
C  -0.096  -3.746  0.081
C  0.922  -3.256  0.524
H  -1.001  -4.251  -0.238
H  1.870  -2.853  0.861
C  -1.079  2.292  2.135
C  -1.163  1.296  1.436
O  -1.194  0.211  0.799
Ru  -0.640  -1.403  0.306
H  -0.982  3.204  2.691

***

no.,E_tot (hartree)
1,-1366.09192
2,-323.31118